{"formula": "C3H7IN3", "method": "ωB97M-V/def2-TZVPD", "species": ["I", "N", "N", "N", "C", "C", "C", "H", "H", "H", "H", "H", "H", "H"], "xyz": [[-3.3339, -0.1550, -0.0824], [0.2592, -0.9043, 1.5584], [1.0269, -1.5347, 0.7644], [-1.4517, 0.8550, 0.2437], [0.9570, -1.4010, -0.6434], [-0.6225, -0.2084, 1.7762], [-1.1481, 1.8421, -0.5113], [0.0566, -1.8553, -0.9474], [-0.0768, 2.1252, -0.4255], [-1.0750, 0.4878, 2.4194], [1.5662, -2.2405, 1.2056], [-1.8115, 2.4576, -1.1535], [1.8275, -1.8656, -1.0906], [0.9225, -0.2579, -0.7783]], "homo_energy_ev": -13.68, "e_above_lowest_ev": 4.145, "total_charge": 1, "orbital_gap_ev": 9.0, "energy_ev": -15784.148, "e_lumo_ev": -4.692}